{"formula": "C4H8O3", "method": "wB97M-V/def2-TZVPD", "smiles": "OC[C@H]1CO1.C=O", "total_energy_ev": -10417.3220, "e_homo_ev": -10.48, "e_lumo_ev": 0.4, "total_charge": 0, "species": ["O", "C", "C", "C", "O", "C", "O", "H", "H", "H", "H", "H", "H", "H", "H"], "xyz": [[2.241857, 1.644318, -0.446634], [2.024630, 0.974903, 0.530688], [-0.396465, 0.253586, -0.308245], [-0.870160, -0.347801, 1.009345], [-1.827367, -1.339887, 0.749893], [-0.189038, -0.597823, -1.474909], [-1.349715, 0.228664, -1.358584], [0.124159, 1.201718, -0.311433], [2.441967, -0.039914, 0.665049], [1.346523, 1.309765, 1.343740], [-0.050501, -0.828580, 1.563294], [-1.270349, 0.452051, 1.653366], [-2.355031, -0.985324, 0.015334], [-0.416572, -1.657322, -1.398141], [0.542845, -0.305698, -2.226807]], "forces_ev_per_a": [[0.3, -0.3, 0.6], [0.4, 0.3, -0.2], [-0.1, 0.1, 0.0], [0.1, 0.2, 0.0], [-0.2, 0.0, -0.1], [0.2, -0.2, -0.2], [-0.5, -0.1, -0.2], [-0.4, -0.2, 0.2], [0.1, 0.1, 0.0], [0.3, 0.1, -0.1], [-0.1, 0.2, -0.2], [0.0, -0.1, -0.1], [0.0, -0.2, 0.1], [0.2, 0.1, 0.0], [-0.2, 0.0, 0.1]]}

{"formula": "C4H11NO", "method": "wB97M-V/def2-TZVPD", "multiplicity": 2, "total_energy_ev": -7862.3292, "e_homo_ev": [1.38, -5.13], "e_lumo_ev": [4.1, 4.2], "total_charge": -1, "species": ["C", "N", "C", "C", "C", "H", "H", "H", "H", "H", "H", "H", "H", "H", "H", "H", "O"], "xyz": [[0.638129, 1.344295, 0.574163], [-0.137929, 1.055193, -0.664678], [0.653954, -0.014892, -1.320098], [1.059546, -0.924663, -0.168342], [0.948214, -0.038322, 1.088671], [1.521187, 1.944229, 0.315875], [0.037364, 1.925573, 1.276095], [-0.169599, 1.914169, -1.212761], [0.073709, -0.559323, -2.063307], [1.529474, 0.483764, -1.725020], [2.048382, -1.331099, -0.399085], [0.400156, -1.792931, -0.111118], [0.099176, -0.356188, 1.699188], [1.816272, -0.225078, 1.726689], [-1.916148, -0.613112, 0.508760], [-3.419645, -0.851866, 0.545995], [-2.588847, -1.301763, 0.405551]], "forces_ev_per_a": [[-0.1, 0.4, -0.6], [-0.1, -0.4, 0.8], [-0.5, 0.8, 0.5], [-0.2, -0.2, -0.3], [0.2, -1.0, 0.2], [0.2, -0.2, 0.2], [-0.1, 0.0, 0.0], [0.0, -0.1, -0.2], [0.0, 0.2, -0.3], [0.4, -0.3, -0.5], [0.2, 0.2, 0.4], [-0.1, 0.1, 0.1], [-0.1, -0.2, -0.1], [0.1, 0.7, 0.0], [0.1, 0.1, -0.2], [-0.3, 0.3, 0.0], [0.3, -0.3, 0.1]]}

{"formula": "C27H66Cl6F3NO22P4V", "method": "wB97M-V/def2-TZVPD", "total_energy_ev": -221747.7571, "e_homo_ev": -6.47, "e_lumo_ev": 1.8, "total_charge": -1, "species": ["O", "V", "O", "C", "C", "O", "H", "H", "H", "H", "H", "C", "O", "O", "C", "F", "F", "F", "C", "C", "H", "H", "H", "H", "H", "H", "C", "C", "O", "N", "C", "H", "H", "H", "H", "H", "H", "H", "C", "O", "P", "O", "O", "C", "O", "C", "H", "H", "H", "H", "H", "H", "H", "H", "H", "C", "O", "P", "O", "O", "C", "O", "C", "H", "H", "H", "H", "H", "H", "H", "H", "H", "C", "O", "P", "O", "O", "C", "O", "C", "H", "H", "H", "H", "H", "H", "H", "H", "H", "C", "O", "P", "O", "O", "C", "O", "C", "H", "H", "H", "H", "H", "H", "H", "H", "H", "Cl", "C", "C", "Cl", "H", "H", "H", "H", "Cl", "C", "C", "Cl", "H", "H", "H", "H", "Cl", "C", "C", "Cl", "H", "H", "H", "H"], "xyz": [[-20.098943, 11.189860, -36.009094], [-20.441503, 11.020400, -37.548960], [-22.025577, 10.915001, -37.732296], [-17.636280, 9.190813, -37.269250], [-18.531080, 8.640346, -38.360759], [-19.803314, 9.163633, -38.337986], [-18.064513, 8.959425, -36.287180], [-17.645540, 10.284079, -37.304652], [-16.619835, 8.800448, -37.300581], [-18.538526, 7.534993, -38.292302], [-18.081037, 8.786238, -39.359381], [-18.627014, 12.951109, -38.777595], [-18.426747, 12.700197, -37.422552], [-19.758498, 12.346581, -39.203992], [-18.560515, 14.452224, -39.090039], [-17.439530, 15.089182, -38.626281], [-18.632542, 14.754584, -40.397739], [-19.586120, 15.141189, -38.511777], [-17.070876, 12.787375, -36.950927], [-17.049789, 12.651508, -35.450410], [-17.284085, 13.594971, -34.957487], [-17.921218, 12.047124, -35.173330], [-16.131651, 12.180176, -35.113294], [-16.619251, 13.734929, -37.226655], [-16.595422, 11.924235, -37.423000], [-17.820634, 12.540460, -39.429273], [-22.004875, 6.957383, -39.878872], [-22.573225, 8.110758, -40.671996], [-23.548341, 7.960466, -41.406565], [-21.929605, 9.288184, -40.555810], [-22.308150, 10.514905, -41.198082], [-22.410879, 7.049475, -38.867693], [-20.925979, 6.998515, -39.731771], [-22.308773, 6.038566, -40.367665], [-21.065709, 9.317259, -40.023877], [-21.887702, 11.374796, -40.681625], [-23.400636, 10.533737, -41.229766], [-22.041582, 10.620012, -42.261262], [-20.021764, 14.136935, -34.353189], [-21.428535, 14.307245, -34.290489], [-22.304474, 14.506503, -35.595188], [-22.024137, 13.588887, -36.691887], [-23.771839, 14.351515, -35.056253], [-24.515163, 13.140560, -35.241158], [-22.139275, 16.033692, -35.997170], [-22.145634, 17.031089, -34.954646], [-19.574213, 14.189654, -35.349738], [-19.783901, 13.088091, -34.135151], [-19.559081, 14.722083, -33.560229], [-25.058588, 13.222005, -36.179028], [-25.177087, 13.136402, -34.376488], [-23.968187, 12.199061, -35.247009], [-22.232515, 16.646228, -33.945060], [-23.033046, 17.651959, -35.145519], [-21.363552, 17.766941, -35.138252], [-17.039317, 18.107305, -40.311087], [-17.408498, 19.449519, -40.764368], [-18.814570, 20.067285, -40.387203], [-19.052607, 21.409911, -40.884702], [-19.823905, 18.975570, -40.886094], [-20.136230, 19.000230, -42.282770], [-18.866849, 19.939184, -38.802906], [-17.840319, 20.634249, -38.097388], [-17.771547, 17.770279, -39.582816], [-16.024191, 18.158250, -39.930702], [-17.072159, 17.520175, -41.227665], [-19.151371, 19.049589, -42.760177], [-20.524655, 19.967224, -42.630089], [-20.750122, 18.215016, -42.690058], [-18.236674, 20.939968, -37.129295], [-17.619189, 21.585897, -38.593953], [-16.893794, 20.130271, -37.880757], [-19.077043, 15.592847, -46.437302], [-19.365107, 14.800111, -45.280721], [-18.812505, 15.266208, -43.865041], [-18.848450, 16.717772, -43.673007], [-19.705592, 14.388464, -42.918052], [-21.002913, 14.834143, -42.490883], [-17.404495, 14.572447, -43.788804], [-16.537401, 14.663810, -42.686717], [-18.413586, 15.101385, -47.157765], [-18.597459, 16.539583, -46.188556], [-20.019320, 15.724345, -46.971224], [-21.741079, 14.093886, -42.783233], [-21.212610, 15.850663, -42.825177], [-21.002035, 14.913653, -41.401121], [-16.393779, 13.665296, -42.269841], [-16.863738, 15.250528, -41.826543], [-15.577803, 15.080007, -42.987772], [-15.059195, 5.617911, -33.058422], [-14.272906, 6.850194, -33.176581], [-13.843252, 7.702348, -31.925402], [-12.850560, 8.719933, -32.252637], [-15.198007, 8.262614, -31.326293], [-15.441552, 9.652105, -31.399688], [-13.437197, 6.601037, -30.853952], [-12.052208, 6.368639, -30.629231], [-15.835189, 5.842529, -33.788940], [-15.487712, 5.552278, -32.065730], [-14.491018, 4.772498, -33.427456], [-14.572940, 10.240084, -31.103877], [-16.188635, 10.018904, -30.691012], [-15.791485, 9.962741, -32.382116], [-11.740704, 5.420699, -31.062968], [-11.980412, 6.221355, -29.548134], [-11.405305, 7.204324, -30.874989], [-17.139580, 16.567249, -31.914531], [-15.885107, 15.490106, -31.234595], [-15.736202, 14.148693, -31.891922], [-14.498545, 13.205111, -31.002571], [-16.232253, 15.331361, -30.214708], [-14.986681, 16.097178, -31.198466], [-15.387816, 14.203930, -32.919455], [-16.666485, 13.588201, -31.903771], [-17.278734, 8.834655, -42.413807], [-18.632484, 9.911054, -41.992122], [-18.700767, 11.118890, -42.876164], [-19.211268, 10.790293, -44.536652], [-18.594385, 10.136856, -40.929810], [-19.539632, 9.328270, -42.159127], [-17.733987, 11.626898, -42.857000], [-19.354504, 11.868332, -42.427889], [-19.556245, 19.780833, -35.144840], [-18.683148, 18.251857, -34.709604], [-18.537311, 17.417563, -35.976932], [-17.306900, 16.179442, -35.538554], [-19.311880, 17.679024, -34.034493], [-17.744657, 18.592553, -34.299890], [-18.176293, 18.057436, -36.775990], [-19.417285, 16.855025, -36.269865]], "forces_ev_per_a": [[-0.2, -0.3, 0.1], [-0.4, -1.0, -2.4], [1.5, -0.1, 0.2], [-0.3, 0.2, 0.5], [0.6, -0.4, -0.4], [-1.3, 2.2, 0.7], [0.0, -0.1, -0.1], [0.2, -0.1, -0.2], [0.1, 0.1, -0.1], [-0.3, 0.1, 0.3], [0.2, 0.3, 0.1], [0.4, -1.0, -2.0], [0.2, 0.9, 0.4], [-0.7, -0.4, 1.9], [-1.4, 1.9, 0.9], [0.0, -0.5, -0.4], [0.2, -0.6, 0.1], [0.3, -0.5, -0.1], [-0.2, -0.5, -0.2], [-1.3, -0.3, 0.2], [0.6, 0.2, 0.0], [0.4, -0.5, 0.0], [0.1, 0.2, 0.2], [0.1, -0.2, -0.3], [0.7, 0.3, 0.0], [0.7, 0.1, 0.6], [0.0, 0.4, 0.4], [0.0, 0.2, -0.9], [0.0, 0.1, 0.3], [1.1, 0.0, 0.1], [-1.0, 0.1, -0.7], [-0.2, -0.3, -0.1], [0.0, 0.1, -0.3], [-0.1, -0.1, 0.2], [-0.2, -0.2, 0.4], [-0.1, -0.1, 0.3], [0.0, 0.4, 0.3], [0.4, -0.5, 0.1], [0.7, -1.6, 0.1], [-0.4, 0.3, 0.2], [0.3, -1.1, -0.9], [0.4, 0.3, -0.2], [0.2, 0.5, 0.5], [-0.6, 0.1, 0.3], [0.3, 0.1, 0.9], [-1.3, 1.1, -1.1], [-0.3, 0.9, 0.0], [-0.4, 0.0, 0.3], [0.1, 0.4, -0.4], [-0.1, -0.1, 0.1], [-0.3, -0.2, -0.2], [0.6, 0.4, -0.1], [0.5, -0.2, 0.0], [-0.1, -0.3, 0.2], [0.5, -0.6, 0.3], [-0.6, 0.9, -1.0], [0.7, 0.2, 0.2], [0.3, -0.5, 0.1], [0.3, 0.6, -0.4], [-1.4, -0.6, 0.7], [1.7, 2.0, -1.2], [0.1, -0.7, 0.2], [-0.1, 1.6, 0.6], [0.2, -0.3, 0.1], [0.0, 0.0, 0.2], [0.0, -0.4, 0.3], [-0.3, -0.9, -0.5], [-0.6, -0.1, 0.8], [0.1, -0.6, 0.7], [-0.2, -0.3, -0.1], [0.1, -0.2, -0.2], [-0.3, -0.6, -0.6], [0.0, 0.0, -0.6], [0.6, 0.2, -0.3], [-0.8, -0.3, -0.4], [0.2, 0.1, 0.2], [0.1, 0.0, 0.2], [0.1, 0.3, 0.8], [-0.2, 0.0, -0.4], [0.8, -0.2, 1.2], [0.0, -0.4, 0.5], [-0.4, 0.1, 0.2], [0.0, 0.3, 0.2], [0.0, 0.1, -0.3], [-0.1, -0.2, -0.5], [0.1, -0.3, 0.0], [0.1, -0.1, -0.2], [-0.5, 0.3, -0.4], [0.0, -0.1, -0.3], [-0.3, 1.9, -1.0], [0.2, -0.7, 0.0], [-0.2, -0.1, -0.4], [0.2, 0.0, 0.1], [-0.2, -0.4, 0.4], [-0.1, 1.6, 0.3], [-0.1, 0.5, -0.2], [0.2, -0.6, 1.5], [-0.4, -0.6, 0.2], [0.1, -0.5, 0.1], [0.3, -0.1, 0.5], [0.3, -0.3, -0.4], [-0.3, -0.9, 0.1], [0.2, -0.2, -0.2], [0.0, 0.2, -0.5], [0.2, 0.0, 0.0], [-0.2, 0.0, -0.5], [-0.1, -0.2, -0.4], [-0.3, 0.4, 1.1], [0.1, -0.1, -0.8], [-0.2, 0.1, 0.0], [0.3, 0.0, 0.1], [0.2, -0.3, -0.2], [0.0, 0.2, 0.0], [0.0, 0.0, 0.2], [0.3, -0.1, 0.0], [-1.0, -0.6, -0.4], [0.7, 1.1, 1.0], [0.1, 0.0, 0.0], [0.2, 0.3, 0.0], [0.0, -0.1, 0.2], [0.1, -0.2, -0.5], [-0.4, -0.3, -0.1], [-0.2, -0.2, 0.3], [-1.0, 0.1, -0.9], [0.8, 0.2, 0.6], [0.1, 0.1, -0.4], [0.2, 0.3, 0.5], [0.2, -0.3, 0.1], [0.1, -0.3, -0.3], [-0.2, 0.3, 0.0]]}

{"formula": "C30H26MoN5O5S4", "method": "wB97M-V/def2-TZVPD", "multiplicity": 3, "total_energy_ev": -94413.8456, "e_homo_ev": [-10.63, -10.76], "e_lumo_ev": [-3.7, -4.0], "total_charge": 1, "species": ["Mo", "O", "C", "O", "C", "C", "C", "C", "C", "N", "C", "O", "O", "H", "H", "H", "H", "C", "C", "N", "C", "S", "N", "N", "C", "C", "C", "C", "C", "C", "C", "N", "H", "H", "H", "H", "H", "H", "H", "H", "H", "H", "H", "H", "H", "O", "C", "C", "C", "C", "C", "S", "C", "C", "C", "C", "S", "C", "C", "C", "C", "S", "H", "H", "H", "H", "H", "H", "H", "H", "H"], "xyz": [[0.854504, -0.448302, -0.820808], [2.379044, -4.507464, 0.967887], [2.007806, -3.523822, 0.165229], [0.863236, -3.228402, -0.068852], [3.142783, -2.763086, -0.427855], [4.462285, -3.164961, -0.393897], [5.398481, -2.403807, -1.088915], [4.977891, -1.299994, -1.808367], [3.632957, -0.965929, -1.783200], [2.744947, -1.669076, -1.084971], [3.043864, 0.186984, -2.573053], [3.738751, 0.953053, -3.178689], [1.728202, 0.170086, -2.532105], [1.584258, -4.938094, 1.317990], [4.741516, -4.056967, 0.147316], [6.442038, -2.687982, -1.078794], [5.650969, -0.685304, -2.389617], [0.371300, 5.667037, -0.253420], [1.524667, 5.008817, -0.991990], [2.012382, 3.790632, -0.348030], [1.408380, 2.601962, -0.445593], [2.243543, 1.254116, 0.299598], [0.246843, 2.559971, -1.065033], [-0.250971, 1.311362, -1.223213], [-1.413754, 1.176739, -1.766298], [-2.281748, 2.336889, -2.105239], [-1.794017, -0.196759, -2.136993], [-3.013936, -0.505706, -2.716697], [-3.258834, -1.808170, -3.122429], [-2.282405, -2.770623, -2.939736], [-1.091805, -2.400146, -2.343382], [-0.848171, -1.148483, -1.955758], [0.096761, 6.595011, -0.756870], [0.654913, 5.906262, 0.772134], [-0.499045, 5.014695, -0.232775], [2.373319, 5.690113, -1.037478], [1.239878, 4.765070, -2.016647], [2.939877, 3.788042, 0.036985], [-1.949853, 3.217590, -1.563058], [-3.320911, 2.124950, -1.855896], [-2.219913, 2.554636, -3.174745], [-3.759015, 0.262517, -2.854154], [-4.205301, -2.064058, -3.579617], [-2.430257, -3.795696, -3.247293], [-0.305685, -3.118663, -2.159481], [-0.046973, -0.731311, 0.795345], [-0.997593, -0.466193, 1.825189], [-0.816936, 0.950020, 2.323684], [-1.270385, 2.127233, 1.796638], [-0.805275, 3.263449, 2.504171], [0.010119, 2.925257, 3.541437], [0.204243, 1.241176, 3.676767], [-2.373824, -0.775632, 1.245053], [-2.686432, -1.963525, 0.646462], [-4.046492, -2.048552, 0.258225], [-4.746131, -0.925686, 0.583991], [-3.759051, 0.232306, 1.357345], [-0.714457, -1.448467, 2.952845], [0.394380, -2.213927, 3.140935], [0.325552, -3.002001, 4.323835], [-0.839674, -2.816572, 4.998037], [-1.858364, -1.690113, 4.213711], [-1.914068, 2.195084, 0.932879], [-1.078535, 4.279305, 2.261479], [0.483477, 3.584312, 4.252381], [-1.959604, -2.755801, 0.519108], [-4.489163, -2.910263, -0.221224], [-5.793333, -0.721558, 0.423250], [1.238743, -2.181224, 2.474298], [1.112662, -3.660032, 4.663866], [-1.152660, -3.272324, 5.924100]], "forces_ev_per_a": [[0.3, 0.5, 0.2], [0.1, -0.1, 0.0], [0.2, 0.1, 0.3], [-0.3, 0.0, -0.2], [0.0, 0.0, 0.0], [0.0, 0.0, 0.0], [0.0, 0.0, 0.0], [0.0, 0.0, 0.0], [0.1, 0.0, 0.0], [-0.2, 0.1, 0.0], [-0.1, -0.1, -0.1], [0.0, 0.0, 0.0], [0.0, 0.0, 0.0], [-0.1, 0.0, 0.0], [0.0, 0.0, 0.0], [0.0, 0.0, 0.0], [0.0, 0.0, 0.0], [0.0, 0.0, 0.0], [0.0, 0.0, 0.0], [-0.1, -0.1, -0.1], [0.0, 0.2, 0.0], [-0.2, -0.2, -0.1], [0.1, 0.0, 0.1], [0.1, -0.1, 0.1], [-0.1, -0.1, -0.1], [0.0, 0.1, 0.0], [0.0, 0.0, 0.0], [0.1, 0.0, 0.0], [0.0, 0.0, 0.0], [0.0, 0.0, 0.0], [0.0, 0.0, 0.0], [-0.2, 0.0, -0.1], [0.0, 0.0, 0.0], [0.0, 0.0, 0.0], [0.0, 0.0, 0.0], [0.0, 0.0, 0.0], [0.0, 0.0, 0.0], [0.0, 0.0, 0.1], [0.0, 0.0, 0.0], [0.0, 0.0, 0.0], [0.0, 0.0, 0.0], [0.0, 0.0, 0.0], [0.0, 0.0, 0.0], [0.0, 0.0, 0.0], [0.0, 0.0, 0.0], [0.2, 0.1, 0.3], [-0.1, -0.2, -0.2], [0.1, 0.0, -0.1], [0.0, -0.1, 0.0], [0.0, 0.0, 0.0], [0.0, 0.0, 0.0], [0.0, 0.0, 0.0], [0.0, 0.0, 0.0], [0.0, 0.0, 0.0], [0.0, 0.0, 0.0], [0.0, 0.0, 0.0], [0.0, 0.0, 0.0], [-0.1, -0.1, -0.1], [0.0, 0.1, 0.1], [0.0, 0.0, 0.0], [0.0, 0.0, 0.0], [0.0, 0.0, -0.1], [0.0, 0.0, 0.0], [0.0, 0.0, 0.0], [0.0, 0.0, 0.0], [0.0, 0.0, 0.0], [0.0, 0.0, 0.0], [0.0, 0.0, 0.0], [0.1, 0.0, -0.1], [0.0, 0.0, 0.0], [0.0, 0.0, 0.0]]}

{"formula": "C3HS2", "method": "wB97M-V/def2-TZVPD", "total_energy_ev": -24795.6064, "e_homo_ev": -1.77, "e_lumo_ev": 3.7, "total_charge": -1, "species": ["C", "C", "C", "S", "S", "H"], "xyz": [[0.591348, 0.062875, -0.027422], [1.532709, -1.005483, 0.054719], [1.644893, 0.902077, -0.010924], [2.867408, -1.933729, -0.009408], [2.833491, 1.960110, 0.009492], [-0.388565, -0.026880, -0.317127]], "forces_ev_per_a": [[3.8, -1.4, 0.3], [0.0, 2.9, -0.4], [-1.3, -2.4, 0.2], [-0.5, 0.1, 0.3], [0.6, 0.5, 0.0], [-2.6, 0.4, -0.4]]}